1.
{
  "formula": "C37H65BN2O31",
  "method": "ωB97M-V/def2-TZVPD",
  "species": ["C", "N", "C", "B", "O", "N", "C", "O", "C", "C", "C", "C", "O", "C", "C", "C", "O", "H", "H", "H", "H", "H", "H", "H", "H", "H", "H", "H", "C", "O", "C", "O", "O", "C", "H", "H", "H", "H", "H", "H", "C", "O", "C", "O", "O", "C", "H", "H", "H", "H", "H", "H", "C", "O", "C", "O", "O", "C", "H", "H", "H", "H", "H", "H", "C", "O", "C", "O", "O", "C", "H", "H", "H", "H", "H", "H", "C", "O", "C", "O", "O", "C", "H", "H", "H", "H", "H", "H", "C", "O", "C", "O", "O", "C", "H", "H", "H", "H", "H", "H", "C", "O", "C", "O", "O", "C", "H", "H", "H", "H", "H", "H", "C", "O", "C", "O", "O", "C", "H", "H", "H", "H", "H", "H", "C", "O", "C", "O", "O", "C", "H", "H", "H", "H", "H", "H"],
  "coordinates": [[3.308, -3.831, 2.779], [3.244, -3.044, 1.540], [4.425, -3.304, 0.690], [2.028, -3.041, 0.827], [2.006, -2.571, -0.470], [0.710, -3.437, 1.456], [0.385, -4.819, 1.530], [1.177, -5.708, 1.698], [-1.077, -4.936, 1.311], [-1.899, -6.049, 1.370], [-3.243, -5.854, 1.101], [-3.740, -4.583, 0.770], [-5.087, -4.427, 0.528], [-2.916, -3.469, 0.727], [-1.580, -3.684, 1.009], [-0.456, -2.717, 1.066], [-0.485, -1.533, 0.859], [2.357, -3.801, 3.306], [3.529, -4.881, 2.572], [4.098, -3.436, 3.418], [4.243, -4.108, -0.027], [4.702, -2.410, 0.136], [5.255, -3.605, 1.326], [1.492, -3.119, -1.070], [-1.501, -7.021, 1.625], [-3.934, -6.686, 1.150], [-5.292, -4.726, -0.364], [-3.302, -2.487, 0.489], [-0.925, 1.960, 0.764], [-0.710, 2.517, -0.539], [-1.741, 2.437, -1.374], [-2.821, 1.964, -1.140], [-1.375, 3.062, -2.492], [-2.399, 3.258, -3.465], [-0.006, 2.137, 1.316], [-1.753, 2.460, 1.262], [-1.113, 0.890, 0.701], [-3.202, 3.862, -3.046], [-2.801, 2.316, -3.831], [-1.928, 3.801, -4.280], [-1.002, 7.125, -3.604], [-1.317, 6.585, -4.902], [-1.671, 7.497, -5.798], [-1.742, 8.683, -5.601], [-1.941, 6.882, -6.950], [-2.338, 7.761, -8.006], [-0.737, 6.277, -2.980], [-0.162, 7.811, -3.660], [-1.865, 7.635, -3.181], [-1.547, 8.474, -8.230], [-3.246, 8.296, -7.738], [-2.519, 7.123, -8.865], [-2.271, 11.192, -2.995], [-2.759, 11.384, -1.660], [-2.295, 10.504, -0.779], [-1.537, 9.597, -1.014], [-2.808, 10.794, 0.417], [-2.386, 9.916, 1.464], [-2.736, 11.966, -3.598], [-1.188, 11.296, -3.025], [-2.551, 10.211, -3.373], [-1.305, 9.957, 1.588], [-2.690, 8.893, 1.253], [-2.879, 10.275, 2.363], [1.845, 4.918, 6.468], [1.385, 4.205, 5.316], [1.910, 2.989, 5.179], [2.702, 2.474, 5.923], [1.407, 2.440, 4.074], [1.887, 1.122, 3.794], [1.336, 5.876, 6.440], [1.588, 4.381, 7.378], [2.922, 5.065, 6.422], [1.628, 0.433, 4.596], [2.965, 1.123, 3.647], [1.392, 0.817, 2.876], [4.984, -2.495, -6.318], [3.750, -2.328, -5.615], [3.837, -1.543, -4.538], [4.837, -1.002, -4.145], [2.633, -1.466, -3.980], [2.577, -0.646, -2.803], [4.767, -3.148, -7.158], [5.352, -1.540, -6.686], [5.733, -2.956, -5.677], [2.845, 0.382, -3.039], [3.233, -1.039, -2.034], [1.548, -0.688, -2.461], [0.130, 5.937, -0.096], [0.903, 7.092, 0.244], [1.047, 7.941, -0.772], [0.627, 7.782, -1.888], [1.735, 9.000, -0.346], [1.948, 9.996, -1.351], [0.086, 5.322, 0.798], [-0.875, 6.237, -0.390], [0.596, 5.379, -0.905], [0.997, 10.379, -1.716], [2.518, 9.586, -2.182], [2.511, 10.786, -0.865], [-4.952, -4.567, 7.405], [-5.213, -5.326, 6.220], [-5.910, -4.677, 5.289], [-6.316, -3.549, 5.370], [-6.076, -5.497, 4.252], [-6.802, -4.924, 3.156], [-4.382, -5.226, 8.053], [-4.370, -3.678, 7.170], [-5.883, -4.279, 7.888], [-6.281, -4.058, 2.762], [-7.808, -4.647, 3.466], [-6.848, -5.698, 2.397], [-2.113, -9.445, 9.935], [-2.137, -8.819, 8.649], [-3.243, -9.060, 7.944], [-4.173, -9.731, 8.306], [-3.140, -8.429, 6.778], [-4.270, -8.597, 5.914], [-1.165, -9.161, 10.381], [-2.938, -9.090, 10.550], [-2.171, -10.527, 9.836], [-5.169, -8.201, 6.379], [-4.409, -9.647, 5.663], [-4.047, -8.026, 5.019], [5.462, -6.420, -6.579], [6.441, -5.919, -7.491], [7.429, -6.774, -7.759], [7.542, -7.882, -7.306], [8.267, -6.188, -8.612], [9.385, -6.999, -8.988], [4.734, -5.623, -6.458], [4.974, -7.308, -6.976], [5.913, -6.652, -5.616], [9.048, -7.908, -9.481], [9.982, -7.255, -8.116], [9.966, -6.393, -9.676]],
  "homo_lumo_gap_ev": 8.993,
  "lumo_ev": -0.606,
  "total_energy_ha": -3915.8626,
  "charge": 0,
  "smiles": "CN(C)B(O)N1C(=O)c2ccc(O)cc2C1=O.COC(=O)OC.COC(=O)OC.COC(=O)OC.COC(=O)OC.COC(=O)OC.COC(=O)OC.COC(=O)OC.COC(=O)OC.COC(=O)OC"
}

2.
{
  "formula": "C37H65Cl13I2N2O8P",
  "method": "ωB97M-V/def2-TZVPD",
  "species": ["C", "C", "C", "O", "C", "C", "C", "N", "C", "C", "O", "O", "C", "I", "C", "C", "I", "C", "C", "C", "C", "C", "C", "O", "C", "C", "O", "C", "C", "O", "C", "C", "O", "C", "C", "N", "P", "O", "Cl", "H", "H", "H", "H", "H", "H", "H", "H", "H", "H", "H", "H", "H", "H", "H", "H", "H", "H", "H", "H", "H", "H", "H", "H", "H", "H", "H", "H", "H", "H", "H", "H", "H", "H", "H", "H", "H", "H", "H", "H", "H", "Cl", "C", "C", "Cl", "H", "H", "H", "H", "Cl", "C", "C", "Cl", "H", "H", "H", "H", "Cl", "C", "C", "Cl", "H", "H", "H", "H", "Cl", "C", "C", "Cl", "H", "H", "H", "H", "Cl", "C", "C", "Cl", "H", "H", "H", "H", "Cl", "C", "C", "Cl", "H", "H", "H", "H"],
  "coordinates": [[-3.968, -0.185, -3.179], [-2.455, -0.457, -3.013], [-1.664, 0.454, -3.944], [-0.262, 0.449, -3.675], [0.216, 1.565, -2.974], [-0.140, 1.383, -1.512], [-1.185, 2.115, -0.943], [-1.880, 3.058, -1.743], [-1.512, 1.879, 0.405], [-2.677, 2.639, 0.983], [-3.536, 2.067, 1.545], [-2.757, 3.987, 0.765], [-2.100, 4.817, 1.705], [0.064, 4.710, 1.435], [-2.490, 4.630, 3.159], [-1.906, 5.774, 3.988], [-4.624, 4.796, 3.344], [-0.804, 0.938, 1.174], [-1.173, 0.711, 2.623], [-1.737, -0.694, 2.925], [-2.802, -1.148, 1.929], [-2.893, -2.686, 1.830], [-3.442, -3.108, 0.480], [-4.879, -2.992, 0.503], [-5.391, -2.279, -0.531], [-6.294, -1.157, -0.109], [-5.146, -2.526, -1.670], [0.235, 0.224, 0.547], [1.016, -0.826, 1.313], [1.484, -0.362, 2.543], [2.558, 0.566, 2.426], [2.677, 1.325, 3.744], [2.444, 0.445, 4.807], [1.525, 0.888, 5.793], [0.729, -0.304, 6.333], [0.531, 0.463, -0.768], [1.799, -0.459, -1.727], [3.041, -0.381, -0.711], [1.059, -2.335, -1.445], [-4.487, -1.083, -3.488], [-4.404, 0.149, -2.241], [-4.146, 0.608, -3.903], [-2.262, -1.490, -3.279], [-2.187, -0.306, -1.967], [-1.801, 0.093, -4.961], [-2.077, 1.460, -3.912], [1.286, 1.644, -3.124], [-0.217, 2.501, -3.310], [-1.636, 4.005, -1.486], [-2.884, 2.953, -1.675], [-2.349, 5.828, 1.413], [-2.153, 3.669, 3.535], [-2.167, 6.706, 3.486], [-0.823, 5.733, 4.035], [-2.358, 5.821, 4.970], [-1.902, 1.431, 2.957], [-0.307, 0.861, 3.259], [-0.925, -1.405, 3.033], [-2.195, -0.631, 3.910], [-2.565, -0.785, 0.927], [-3.769, -0.731, 2.194], [-1.872, -3.065, 1.880], [-3.491, -3.073, 2.648], [-3.166, -4.138, 0.264], [-3.039, -2.471, -0.305], [-5.731, -0.230, -0.185], [-7.176, -1.133, -0.734], [-6.602, -1.296, 0.923], [1.833, -1.253, 0.747], [0.330, -1.644, 1.517], [3.471, 0.002, 2.223], [2.405, 1.258, 1.594], [3.675, 1.759, 3.827], [1.956, 2.147, 3.717], [2.097, 1.309, 6.619], [0.825, 1.625, 5.402], [1.209, -1.239, 6.070], [0.678, -0.245, 7.416], [-0.287, -0.279, 5.950], [3.722, 0.178, -1.116], [8.803, -1.790, -0.843], [7.078, -2.137, -0.583], [6.267, -1.927, -1.833], [6.194, -0.196, -2.285], [6.734, -1.502, 0.230], [7.003, -3.175, -0.265], [5.244, -2.262, -1.670], [6.679, -2.469, -2.680], [11.115, 2.573, -4.926], [9.530, 2.095, -4.271], [9.496, 0.649, -3.853], [9.587, -0.460, -5.246], [8.779, 2.306, -5.028], [9.340, 2.728, -3.405], [8.559, 0.433, -3.344], [10.319, 0.411, -3.183], [-0.665, -6.527, -5.689], [0.337, -5.478, -4.655], [-0.473, -4.409, -3.971], [-1.091, -3.193, -5.121], [1.118, -5.049, -5.278], [0.800, -6.119, -3.907], [0.150, -3.873, -3.256], [-1.325, -4.827, -3.440], [-3.893, -5.578, -3.276], [-4.291, -6.845, -4.469], [-5.172, -7.915, -3.880], [-4.313, -8.895, -2.665], [-3.357, -7.254, -4.841], [-4.807, -6.352, -5.292], [-5.495, -8.593, -4.668], [-6.052, -7.489, -3.405], [8.268, -1.439, 2.810], [9.839, -0.685, 2.415], [10.261, 0.315, 3.458], [9.215, 1.760, 3.458], [9.750, -0.227, 1.435], [10.570, -1.490, 2.357], [11.273, 0.654, 3.248], [10.237, -0.114, 4.456], [-8.209, 6.291, 3.293], [-8.064, 5.784, 1.588], [-8.583, 6.834, 0.640], [-10.348, 7.026, 0.754], [-8.600, 4.846, 1.473], [-7.006, 5.608, 1.395], [-8.359, 6.541, -0.385], [-8.127, 7.802, 0.833]],
  "homo_lumo_gap_ev": 7.413,
  "lumo_ev": -4.382,
  "total_energy_ha": -9079.3094,
  "charge": 1,
  "e_above_lowest_kcal_mol": 0.0
}

3.
{
  "formula": "C37H66BrFN7O3",
  "method": "ωB97M-V/def2-TZVPD",
  "species": ["C", "C", "C", "C", "C", "C", "C", "C", "C", "C", "C", "N", "N", "C", "O", "C", "C", "C", "C", "C", "C", "C", "C", "C", "C", "C", "C", "N", "N", "N", "N", "C", "C", "F", "H", "H", "H", "H", "H", "H", "H", "H", "H", "H", "H", "H", "H", "H", "H", "H", "H", "H", "H", "H", "H", "H", "H", "H", "H", "H", "H", "H", "H", "H", "H", "H", "H", "H", "H", "H", "H", "H", "H", "H", "H", "H", "Br", "C", "C", "C", "C", "C", "C", "N", "O", "C", "C", "C", "H", "H", "H", "H", "H", "H", "H", "H", "H", "H", "H", "H", "H", "H", "H", "H", "H", "H", "C", "C", "O", "H", "H", "H", "H", "H", "H"],
  "coordinates": [[0.196, -0.907, 6.261], [0.360, -2.174, 7.214], [0.250, -3.570, 6.445], [-1.187, -3.824, 5.814], [-1.419, -5.306, 5.299], [-0.756, -5.639, 3.897], [-1.166, -4.604, 2.748], [-1.849, -5.260, 1.477], [-0.850, -5.889, 0.411], [0.690, -5.692, 0.720], [1.291, -4.299, 0.315], [0.718, -3.045, 0.104], [-0.636, -2.756, 0.181], [-0.864, -1.857, 1.056], [-0.748, -1.019, 1.852], [1.729, -2.090, -0.214], [1.657, -0.556, -0.511], [0.698, -0.182, -1.738], [0.804, 1.341, -2.128], [0.645, 2.350, -1.025], [0.701, 3.822, -1.338], [0.903, 4.227, -2.763], [1.088, 3.203, -3.856], [1.042, 1.738, -3.570], [3.009, -2.827, -0.194], [4.395, -2.146, -0.461], [4.983, -1.293, 0.771], [6.173, -2.041, 1.290], [5.438, 0.068, 0.400], [4.050, -1.133, 1.914], [2.663, -4.179, 0.121], [3.741, -5.194, 0.195], [4.215, -5.480, -1.321], [4.371, -6.879, -1.562], [1.171, -0.332, 6.125], [-0.138, -1.201, 5.223], [-0.531, -0.150, 6.700], [1.365, -2.067, 7.729], [-0.418, -2.097, 8.034], [1.034, -3.532, 5.623], [0.534, -4.366, 7.206], [-1.384, -3.019, 5.046], [-1.933, -3.653, 6.657], [-0.931, -6.000, 6.059], [-2.531, -5.526, 5.344], [0.367, -5.570, 4.038], [-1.037, -6.705, 3.639], [-0.280, -3.939, 2.530], [-1.954, -3.923, 3.216], [-2.402, -4.418, 0.942], [-2.659, -5.963, 1.837], [-1.034, -7.015, 0.416], [-1.095, -5.568, -0.654], [0.980, -5.932, 1.794], [1.245, -6.466, 0.092], [2.676, -0.102, -0.720], [1.273, -0.022, 0.413], [0.964, -0.879, -2.594], [-0.364, -0.381, -1.401], [0.489, 2.001, 0.035], [0.569, 4.599, -0.530], [0.922, 5.372, -3.056], [1.252, 3.516, -4.922], [1.172, 0.925, -4.334], [4.228, -1.413, -1.316], [5.147, -2.909, -0.814], [5.809, -2.880, 1.765], [6.622, -1.485, 2.032], [6.460, 0.002, 0.286], [5.032, 0.379, -0.487], [3.241, -0.554, 1.672], [3.779, -2.030, 2.324], [4.633, -4.692, 0.684], [3.439, -6.142, 0.721], [3.500, -5.011, -2.072], [5.226, -5.017, -1.508], [1.026, 6.998, -3.724], [-4.210, 5.423, -4.367], [-3.414, 4.688, -5.480], [-2.004, 5.305, -5.617], [-1.999, 6.669, -6.298], [-2.731, 6.616, -7.635], [-4.156, 6.031, -7.522], [-4.176, 4.740, -6.766], [-3.718, 3.829, -7.534], [-5.085, 7.060, -6.839], [-4.749, 5.890, -8.943], [-3.258, 3.249, -4.938], [-4.091, 4.936, -3.398], [-3.885, 6.453, -4.225], [-5.283, 5.423, -4.572], [-1.359, 4.632, -6.195], [-1.541, 5.397, -4.631], [-2.443, 7.427, -5.650], [-0.966, 6.987, -6.464], [-2.778, 7.623, -8.060], [-2.137, 6.020, -8.337], [-6.079, 6.638, -6.668], [-5.215, 7.939, -7.474], [-4.704, 7.437, -5.894], [-4.128, 5.278, -9.601], [-4.834, 6.867, -9.421], [-5.750, 5.450, -8.909], [-4.234, 2.765, -4.822], [-2.775, 3.258, -3.960], [-2.638, 2.618, -5.579], [-0.454, 1.333, 9.561], [0.586, 0.506, 10.291], [1.392, -0.211, 9.361], [-1.091, 0.692, 8.948], [-1.081, 1.883, 10.266], [0.025, 2.048, 8.886], [0.104, -0.220, 10.948], [1.235, 1.144, 10.900], [1.823, 0.436, 8.789]],
  "homo_lumo_gap_ev": 2.359,
  "lumo_ev": -5.950,
  "total_energy_ha": -4731.6835,
  "charge": 1
}